Below is a molecular structure, C27H28IN3O2Tc at a distorted geometry, with properties calculated with wB97M-V/def2-TZVPD.

Geometry (Å):
C: 1.40 3.48 -0.99
C: 2.43 1.42 -1.57
H: 1.64 3.88 -1.98
H: 1.97 3.87 -0.13
H: 0.29 3.76 -0.99
H: 2.35 1.17 -2.68
H: 3.24 2.35 -1.63
H: 3.03 0.75 -0.91
C: -2.27 2.29 -2.69
C: -3.50 2.07 -3.31
C: -3.85 0.83 -3.75
C: -2.87 -0.13 -3.58
H: -2.04 3.30 -2.33
H: -4.16 2.90 -3.38
H: -4.81 0.65 -4.21
H: -3.12 -1.12 -3.87
N: -1.36 1.33 -2.47
C: -1.63 0.09 -2.95
C: -0.59 -0.97 -2.77
N: 0.60 -0.58 -2.25
C: 1.63 -1.43 -2.44
C: 0.20 -3.27 -3.08
C: 1.47 -2.79 -2.75
H: 2.62 -0.99 -2.33
H: 2.30 -3.47 -2.69
C: -0.82 -2.33 -3.08
H: -1.82 -2.66 -3.29
H: 0.03 -4.32 -3.27
Tc: 0.47 1.75 -1.04
I: -1.14 3.45 0.67
C: 3.19 1.55 2.39
C: 2.76 0.17 1.93
C: 3.58 -0.51 1.02
C: 3.20 -1.76 0.52
C: 1.98 -2.29 0.88
C: 1.11 -1.56 1.72
N: -0.18 -2.04 1.81
C: -1.32 -1.45 2.40
C: -1.88 -2.02 3.56
C: -2.90 -1.37 4.26
C: -3.45 -0.17 3.77
C: -2.97 0.33 2.55
C: -1.93 -0.30 1.86
C: -1.54 0.17 0.49
O: -2.47 0.32 -0.32
O: -0.25 0.35 0.25
C: 1.56 -0.39 2.37
C: 0.78 0.29 3.44
H: 2.50 2.33 2.03
H: 3.23 1.60 3.48
H: 4.19 1.78 2.00
H: 4.52 -0.06 0.72
H: 3.86 -2.29 -0.17
H: 1.63 -3.23 0.47
H: -0.27 -3.04 1.60
H: -1.48 -2.98 3.91
H: -3.28 -1.81 5.19
H: -4.24 0.36 4.31
H: -3.33 1.26 2.10
H: 0.06 1.02 3.03
H: 0.22 -0.41 4.07
H: 1.45 0.86 4.10

Results
Charge ... +2
LUMO level (spin up / spin down) ... -7.82 / -8.67 eV
Gap between HOMO and LUMO (spin up / spin down) ... 6.7 / 5.7 eV
<S²> ... 3.83
Spin multiplicity ... 4
F_max ... 5.53 eV/Å
Energy relative to the best compared isomer or geometry (same formula, charge and spin) ... 365.4 kJ/mol